A) DFT (wB97M-V/def2-TZVPD) results for a cluster of 2 separate species, CH5N3O2 in total.

Calculated values
HOMO-LUMO gap (spin up / spin down): 0.3496 / 0.2708 Eh
HOMO level (spin up / spin down): -9.14 / -7.98 eV
total charge: 0
spin multiplicity: 1

```
11
Properties=species:S:1:pos:R:3:mulliken_charge:R:1
O 2.12 0.87 2.50 -0.47
O 0.23 1.93 2.33 -0.42
N -0.29 -0.42 0.78 -0.31
N -1.17 0.51 0.47 -0.18
N 0.98 1.03 2.18 0.71
C 0.66 -0.74 -0.26 -0.51
H -2.17 0.32 0.80 0.24
H -1.14 1.12 -0.37 0.22
H 0.44 -1.62 -0.89 0.24
H 1.61 -1.04 0.18 0.24
H 0.52 0.18 -0.92 0.24
```

B) DFT (wB97M-V/def2-TZVPD) results for a cluster of 2 separate species, CH5N3O2 in total.

Calculated values
HOMO-LUMO gap: 0.3237 Eh
HOMO level: -8.57 eV
total charge: 0
spin multiplicity: 1

```
11
Properties=species:S:1:pos:R:3:mulliken_charge:R:1
O 1.76 1.16 0.19 -0.43
O 0.65 -1.31 1.19 -0.52
N -0.72 -0.23 0.04 0.38
N -0.56 -1.18 0.86 -0.10
N -2.04 0.03 -0.40 -0.67
C 1.18 0.20 -0.56 -0.14
H -2.71 -0.35 0.27 0.29
H 0.80 0.62 -1.48 0.27
H 1.73 -0.72 -0.70 0.29
H -2.15 1.04 -0.45 0.24
H 2.06 0.75 1.02 0.39
```

C) DFT (wB97M-V/def2-TZVPD) results for a cluster of 2 separate species, CH5N3O2 in total.

Calculated values
HOMO-LUMO gap (spin up / spin down): 0.1867 / 0.3212 Eh
HOMO level (spin up / spin down): -7.30 / -9.19 eV
total charge: 0
spin multiplicity: 1

```
11
Properties=species:S:1:pos:R:3:mulliken_charge:R:1
O 4.26 0.58 -0.19 -0.42
O 2.73 -0.83 0.52 -0.37
N 0.02 -0.12 -0.96 -0.23
N 3.11 0.22 -0.07 0.36
N 0.51 -1.21 -0.44 -0.18
C -0.53 0.85 -0.10 -0.58
H 0.68 -1.46 0.56 0.33
H -0.71 1.72 -0.67 0.27
H 0.19 1.02 0.83 0.29
H 1.13 -1.87 -0.94 0.30
H -1.69 0.40 0.21 0.24
```

Least stable structure: C)

A) DFT (wB97M-V/def2-TZVPD) results for a cluster of 2 separate species, C2H6N3S in total.

Calculated values
HOMO-LUMO gap (spin up / spin down): 0.2747 / 0.2734 Eh
HOMO level (spin up / spin down): -14.54 / -14.54 eV
total charge: +1
spin multiplicity: 1

```
12
Properties=species:S:1:pos:R:3:mulliken_charge:R:1
S -0.31 1.55 -0.46 0.11
N -0.09 -0.89 0.18 -0.24
N -2.86 -0.29 0.21 -0.23
N -0.81 0.02 -0.13 0.25
C 1.29 -0.54 0.20 -0.30
C 1.42 0.97 -0.14 -0.52
H -3.18 -0.33 -0.76 0.33
H 1.82 1.56 0.69 0.35
H -2.78 -1.24 0.57 0.31
H 1.81 -1.18 -0.51 0.30
H 2.01 1.16 -1.03 0.36
H 1.67 -0.78 1.20 0.28
```

B) DFT (wB97M-V/def2-TZVPD) results for a structure of composition C2H6N3S.

Calculated values
HOMO-LUMO gap (spin up / spin down): 0.2807 / 0.2806 Eh
HOMO level (spin up / spin down): -14.46 / -14.46 eV
total charge: +1
spin multiplicity: 1

```
12
Properties=species:S:1:pos:R:3:mulliken_charge:R:1
S 1.27 0.36 1.24 0.25
N 0.79 0.21 -0.22 0.00
N 0.15 -1.86 0.71 -0.22
N -0.89 1.67 -0.80 -0.68
C 0.25 -1.03 -0.42 -0.26
C 0.55 -1.27 1.71 -0.03
H -0.90 2.28 0.00 0.25
H -0.59 -0.84 -1.06 0.34
H -0.14 1.92 -1.41 0.31
H -1.85 1.74 -1.37 0.29
H 0.37 -1.59 2.72 0.43
H 1.00 -1.59 -1.12 0.34
```

Least stable structure: A)